Below is a 17-piece molecular cluster, C2H38NO16S overall at a distorted geometry, with properties calculated with ωB97M-V/def2-TZVPD.

CARTESIAN COORDINATES (ANGSTROEM)
C  1.2904  1.5771  -0.8549
C  0.5064  2.2052  -1.9596
S  -1.2117  1.7122  -2.3800
N  1.0646  0.1412  -0.7274
H  0.8122  2.0083  0.1430
H  2.3553  1.8588  -0.7114
H  1.1745  2.1351  -2.7872
H  0.7702  3.3795  -1.8709
H  1.8706  -0.4328  -0.7966
H  0.3603  -0.1306  -1.5461
H  4.2111  -1.6149  -0.4652
H  3.4192  -2.1219  0.7159
O  3.4575  -1.8651  -0.2231
H  -2.3052  -0.4658  -4.0627
H  -0.8994  0.1998  -4.5997
O  -1.4264  -0.6437  -4.3335
H  -2.2947  -3.0115  2.7407
H  -2.4582  -1.7440  3.6333
O  -1.9404  -2.4919  3.5182
H  -2.5926  3.7388  -1.3354
H  -1.2579  4.0616  -0.4131
O  -2.2990  3.9157  -0.3134
H  0.3557  -3.4181  -3.1948
H  0.3825  -1.9145  -3.6989
O  0.7526  -2.5692  -3.0987
H  -1.0868  0.5938  3.1258
H  -1.2897  -0.8183  3.4892
O  -1.3004  0.0997  3.9170
H  -1.9700  2.9018  1.9109
H  -2.2558  1.9270  0.8043
O  -1.8150  2.0181  1.7667
H  -2.1225  0.3226  -0.2973
H  -2.7289  0.8113  1.2659
O  -2.8840  0.2353  0.4426
H  1.2001  3.8467  0.3370
H  0.4949  3.8094  1.7057
O  0.9743  4.3283  1.0831
H  -0.0328  -3.2590  -1.0352
H  0.9902  -3.1607  0.1686
O  0.2154  -3.5776  -0.1231
H  -4.6839  -0.1837  -1.3981
H  -3.7675  0.7759  -2.0920
O  -4.1563  -0.0496  -2.1637
H  -1.2720  -3.3267  0.5693
H  -2.4410  -2.5624  0.3469
O  -2.2228  -3.3505  0.7578
H  2.4203  -1.4905  2.4260
H  2.5245  -2.9533  2.6579
O  3.1401  -2.2206  2.4229
H  4.3539  1.6147  -1.7337
H  3.6610  0.4192  -1.3557
O  4.5044  0.6626  -1.4845
H  2.2565  0.2853  1.5410
H  1.9002  0.9425  2.7696
O  2.3914  1.1835  2.0162
H  -0.1816  -1.7928  2.1651
H  0.5139  -1.0622  0.8954
O  0.5721  -1.4791  1.7200

## Properties
**Strongest force on any atom**: 11.2 eV/Å
**LUMO level**: 2.5 eV
**2S+1**: 1
**ΔE to the lowest compared entry with this formula, charge and spin**: 4.200 eV
**M**: 364.38 g mol⁻¹
**Net charge**: -1
**HOMO level**: -4.51 eV

Below is C2H3AlO2 as an isolated structure at a distorted geometry, with properties calculated with ωB97M-V/def2-TZVPD.

CARTESIAN COORDINATES (ANGSTROEM)
Al  -10.9521  -15.1365  1.3359
C  -14.4723  -14.4807  4.3677
C  -13.0573  -14.5248  4.8699
O  -12.1800  -14.6966  4.0313
O  -12.8113  -14.1857  6.0901
H  -15.1383  -15.1495  4.9130
H  -14.3845  -14.7572  3.3170
H  -14.8616  -13.4660  4.4504

## Properties
**Strongest force on any atom**: 4.1 eV/Å
**LUMO level (spin up / spin down)**: -21.4 / -18.9 eV
**2S+1**: 2
**ΔE to the lowest compared entry with this formula, charge and spin**: 0.672 eV
**M**: 86.03 g mol⁻¹
**Net charge**: +3
**HOMO level (spin up / spin down)**: -27.49 / -27.00 eV

Below is a 2-piece molecular cluster, C2H3BN2O3 overall at a distorted geometry, with properties calculated with ωB97M-V/def2-TZVPD.

CARTESIAN COORDINATES (ANGSTROEM)
B  -0.4275  -0.2653  0.7821
C  2.4878  0.4723  -0.9367
C  -0.3219  -0.6588  -0.7272
N  -0.9666  -0.1214  -1.6425
N  -1.5460  0.2664  -2.5157
O  2.1357  1.5490  -0.9187
O  0.2909  -1.0163  1.5958
O  -1.1888  0.7937  1.0744
H  0.0909  -1.6427  -1.0650
H  0.7442  -0.6504  2.3526
H  -1.2986  1.2735  2.0008

## Properties
**Strongest force on any atom**: 4.6 eV/Å
**LUMO level**: 0.2 eV
**2S+1**: 1
**ΔE to the lowest compared entry with this formula, charge and spin**: 0.272 eV
**M**: 113.87 g mol⁻¹
**HOMO level**: -8.52 eV

Q: Among the records above, which one has the highest strongest force on any atom?
A: C2H38NO16S

Q: Which of these has the highest strongest force on any atom?
A: C2H38NO16S

Q: What is the formula in the first record?
A: C2H38NO16S

Q: Look up the ΔE to the lowest compared entry with this formula, charge and spin of the second one.
A: 0.672 eV